# 1
Formula: C18H46O15S4V
Source: the OMol25 dataset
Level of theory: the ωB97M-V functional and the def2-TZVPD basis

Geometry (Å):
O  -0.882  1.497  1.650
V  -1.068  0.282  0.607
C  -4.376  2.342  0.115
C  -4.549  0.867  0.421
C  -5.555  0.171  -0.595
O  -3.289  0.242  0.534
H  -5.236  3.009  0.171
H  -4.008  2.585  -0.882
H  -3.822  2.864  0.895
H  -5.072  0.856  1.377
H  -6.484  0.726  -0.726
H  -5.723  -0.866  -0.307
H  -5.208  0.120  -1.627
C  1.484  -2.534  3.086
C  0.147  -2.523  2.226
C  -0.897  -3.542  2.671
O  -0.298  -1.196  2.148
H  1.416  -1.994  4.031
H  2.330  -2.044  2.604
H  1.875  -3.529  3.299
H  0.481  -2.754  1.214
H  -0.522  -4.539  2.440
H  -1.898  -3.441  2.251
H  -1.060  -3.401  3.739
O  5.755  -1.299  4.426
S  5.757  0.068  4.989
O  6.926  0.863  5.041
O  4.655  0.963  4.080
C  3.399  0.434  3.786
C  2.587  1.478  3.124
C  4.876  -0.008  6.616
H  2.955  -0.016  4.674
H  3.586  -0.331  3.032
H  1.565  1.101  3.123
H  2.797  1.711  2.080
H  2.641  2.413  3.683
H  5.506  -0.577  7.299
H  3.903  -0.484  6.496
H  4.834  1.007  7.012
O  1.065  0.293  -0.366
S  2.394  0.030  -0.909
O  2.862  0.631  -2.159
O  3.545  0.288  0.246
C  4.840  0.099  -0.161
C  5.908  0.164  0.888
C  2.593  -1.730  -1.107
H  5.071  0.812  -0.953
H  4.967  -0.856  -0.670
H  5.968  -0.639  1.622
H  5.842  1.133  1.384
H  6.888  0.228  0.416
H  1.608  -2.176  -1.240
H  2.943  -2.133  -0.157
H  3.378  -1.911  -1.842
O  -2.133  4.123  -1.395
S  -1.368  2.962  -1.916
O  -1.052  1.876  -1.015
O  -2.171  2.343  -3.210
C  -2.527  3.220  -4.202
C  -3.632  2.470  -4.909
C  0.262  3.493  -2.703
H  -1.751  3.434  -4.936
H  -3.008  4.155  -3.917
H  -4.574  2.292  -4.390
H  -3.212  1.520  -5.239
H  -4.080  3.050  -5.716
H  0.156  4.434  -3.242
H  0.629  2.726  -3.385
H  1.009  3.501  -1.909
O  -0.558  -3.517  -1.741
S  -1.551  -2.422  -1.806
O  -1.199  -1.064  -1.352
O  -2.071  -2.351  -3.383
C  -2.705  -1.115  -3.841
C  -3.634  -1.522  -4.907
C  -3.085  -2.994  -1.001
H  -2.028  -0.394  -4.299
H  -3.332  -0.685  -3.059
H  -4.207  -2.354  -4.499
H  -3.124  -1.917  -5.785
H  -4.282  -0.787  -5.387
H  -2.987  -3.299  0.041
H  -3.434  -3.796  -1.651
H  -3.755  -2.135  -1.042

Calculated values
* HOMO-LUMO gap (alpha / beta): 0.2911 / 0.2912 hartree
* relative energy (zero: lowest compared OMol25 entry of this formula, charge and spin): 3.3377 eV
* total charge: 0
* E_LUMO (alpha / beta): 0.002 / 0.003 hartree
* 2S+1: 2

# 2
Formula: C18H46O9
Source: the OMol25 dataset
Level of theory: the ωB97M-V functional and the def2-TZVPD basis

Geometry (Å):
C  14.191  -8.816  -8.237
C  14.744  -10.165  -8.579
C  14.526  -10.122  -10.087
O  14.944  -8.776  -10.390
C  14.725  -7.913  -9.287
H  14.432  -8.428  -7.247
H  13.103  -8.836  -8.290
H  14.286  -11.007  -8.060
H  15.794  -10.193  -8.289
H  13.511  -10.382  -10.387
H  15.271  -10.842  -10.426
H  13.886  -7.308  -9.632
H  15.567  -7.261  -9.051
C  16.188  -11.845  -13.141
O  16.431  -13.133  -12.576
H  15.180  -11.440  -13.049
H  16.980  -11.236  -12.704
H  16.563  -11.822  -14.164
H  17.386  -13.206  -12.514
C  15.555  -8.362  -14.112
O  14.377  -8.592  -13.490
H  16.046  -7.597  -13.510
H  16.144  -9.277  -14.167
H  15.364  -7.903  -15.082
H  14.445  -8.621  -12.532
C  10.442  -12.120  -7.766
O  9.753  -11.012  -8.313
C  10.592  -9.840  -8.178
C  9.666  -8.613  -8.088
O  8.664  -8.908  -7.086
C  7.614  -8.009  -7.046
H  9.712  -12.921  -7.873
H  10.631  -11.954  -6.705
H  11.363  -12.313  -8.316
H  11.243  -9.702  -9.042
H  11.174  -9.703  -7.267
H  9.240  -8.426  -9.074
H  10.174  -7.708  -7.756
H  7.061  -8.170  -6.121
H  6.927  -8.106  -7.887
H  7.784  -6.932  -7.062
C  11.443  -7.863  -11.628
O  10.071  -7.700  -11.718
C  9.344  -8.888  -12.046
C  7.817  -8.550  -12.232
O  7.200  -8.012  -11.100
C  5.986  -7.245  -11.283
H  11.695  -8.515  -10.792
H  11.903  -6.891  -11.451
H  11.807  -8.271  -12.572
H  9.536  -9.710  -11.356
H  9.723  -9.379  -12.942
H  7.223  -9.412  -12.538
H  7.701  -7.783  -12.998
H  5.273  -7.317  -10.461
H  5.493  -7.749  -12.114
H  6.078  -6.210  -11.614
C  21.906  -12.972  -12.045
O  21.209  -11.883  -12.646
C  19.819  -11.739  -12.244
C  19.556  -11.037  -10.877
O  18.588  -10.016  -11.079
C  18.241  -9.232  -9.992
H  21.632  -13.939  -12.467
H  21.822  -12.958  -10.958
H  22.987  -13.002  -12.178
H  19.326  -12.707  -12.332
H  19.389  -11.120  -13.031
H  20.525  -10.685  -10.524
H  19.171  -11.763  -10.161
H  17.892  -9.833  -9.152
H  17.541  -8.489  -10.375
H  19.146  -8.863  -9.509

Calculated values
* SMILES: C1CCOC1.COCCOC.COCCOC.COCCOC.CO.CO
* HOMO-LUMO gap: 0.3709 hartree
* relative energy (zero: lowest compared OMol25 entry of this formula, charge and spin): 2.2832 eV
* total charge: 0
* E_LUMO: 0.024 hartree

# 3
Formula: C18H47AlN3
Source: the OMol25 dataset
Level of theory: the ωB97M-V functional and the def2-TZVPD basis

Geometry (Å):
C  -1.820  7.051  -1.154
C  -0.661  6.269  -2.072
C  -1.486  5.438  -3.218
C  -0.616  4.309  -4.025
Al  0.555  3.100  -2.854
C  2.481  3.852  -2.561
C  2.872  3.989  -0.967
N  2.779  2.700  -0.180
H  -1.949  6.545  -0.106
H  -1.585  8.188  -0.996
H  -2.880  6.954  -1.695
H  0.044  5.593  -1.404
H  0.024  7.113  -2.544
H  -1.827  6.244  -4.031
H  -2.469  5.036  -2.725
H  -1.410  3.594  -4.557
H  0.068  4.751  -4.867
H  -0.091  2.662  -1.478
H  0.776  1.742  -3.698
H  2.616  4.850  -3.175
H  3.267  3.085  -3.024
H  4.005  4.358  -0.940
H  2.257  4.871  -0.457
H  2.007  2.079  -0.507
H  3.703  2.200  -0.147
C  2.437  -1.177  -1.631
C  0.949  -1.100  -1.303
N  0.102  -1.861  -2.226
C  -1.325  -1.547  -2.098
C  -2.006  -1.895  -0.779
C  0.418  -3.282  -2.378
C  0.407  -4.149  -1.123
H  2.629  -0.881  -2.667
H  2.996  -0.497  -0.980
H  2.839  -2.183  -1.474
H  0.667  -0.040  -1.354
H  0.798  -1.414  -0.262
H  -1.877  -2.024  -2.917
H  -1.451  -0.470  -2.269
H  -2.172  -2.969  -0.680
H  -2.992  -1.419  -0.741
H  -1.442  -1.543  0.090
H  1.411  -3.365  -2.838
H  -0.256  -3.730  -3.119
H  0.939  -3.685  -0.288
H  0.906  -5.101  -1.334
H  -0.608  -4.388  -0.802
C  0.555  -2.618  6.095
C  -0.709  -2.964  5.312
N  -0.794  -2.301  4.008
C  -2.123  -2.390  3.396
C  -2.630  -3.776  3.013
C  0.330  -2.515  3.094
C  0.673  -3.952  2.717
H  0.669  -1.534  6.202
H  0.498  -3.049  7.099
H  1.455  -3.019  5.618
H  -1.560  -2.647  5.928
H  -0.780  -4.055  5.218
H  -2.160  -1.743  2.511
H  -2.846  -1.947  4.093
H  -2.128  -4.158  2.122
H  -3.698  -3.721  2.774
H  -2.514  -4.503  3.821
H  1.224  -2.060  3.538
H  0.168  -1.940  2.174
H  0.700  -4.619  3.582
H  1.666  -3.982  2.256
H  -0.027  -4.358  1.984

Calculated values
* HOMO-LUMO gap: 0.2623 hartree
* total charge: -1
* E_LUMO: 0.093 hartree

# 4
Formula: C18H47BeNO4Si2
Source: the OMol25 dataset
Level of theory: the ωB97M-V functional and the def2-TZVPD basis

Geometry (Å):
O  0.240  2.474  -0.490
O  3.758  -1.361  0.559
C  0.412  2.077  -1.862
C  0.327  3.206  -2.900
H  -0.356  1.348  -2.098
H  1.351  1.540  -1.980
H  -0.596  3.768  -2.791
H  0.346  2.798  -3.910
H  1.161  3.902  -2.817
C  1.166  3.475  -0.050
C  2.657  3.134  -0.107
H  0.920  3.698  0.982
H  1.010  4.393  -0.613
H  2.895  2.362  0.615
H  3.254  4.006  0.158
H  2.977  2.810  -1.095
C  4.149  -1.932  1.810
C  4.656  -1.584  -0.530
C  4.632  -0.835  2.760
H  4.899  -2.718  1.701
H  3.284  -2.418  2.258
H  5.508  -0.320  2.370
H  4.891  -1.250  3.733
H  3.848  -0.093  2.912
C  6.056  -0.989  -0.318
H  4.220  -1.130  -1.418
H  4.731  -2.650  -0.746
H  6.004  0.074  -0.088
H  6.661  -1.103  -1.218
H  6.585  -1.485  0.494
H  1.030  -2.003  0.468
Be  -1.441  2.200  0.702
C  0.253  -2.679  0.760
Si  0.248  -4.277  -0.254
H  0.550  -2.970  1.758
H  -0.743  -2.322  0.835
C  0.679  -3.988  -2.057
C  -1.439  -5.083  -0.207
C  1.427  -5.547  0.464
C  -2.685  1.385  -0.753
Si  -4.576  1.223  -0.753
H  -2.283  0.534  -1.298
H  -2.387  2.259  -1.322
C  -5.084  -0.579  -0.793
C  -5.238  1.949  -2.348
C  -5.444  2.044  0.677
H  1.290  -6.517  -0.011
H  1.256  -5.675  1.532
H  2.465  -5.261  0.324
H  -0.102  -3.422  -2.564
H  0.788  -4.934  -2.585
H  1.613  -3.443  -2.162
H  -2.225  -4.359  -0.402
H  -1.628  -5.534  0.765
H  -1.519  -5.871  -0.954
H  -4.620  1.656  -3.195
H  -5.278  3.035  -2.319
H  -6.250  1.597  -2.541
H  -5.291  3.120  0.671
H  -5.084  1.650  1.626
H  -6.517  1.866  0.637
H  -6.161  -0.671  -0.931
H  -4.836  -1.099  0.129
H  -4.604  -1.103  -1.618
N  -2.054  3.679  1.382
C  -2.173  3.354  2.813
C  -1.611  1.974  3.080
O  -1.579  1.483  4.296
O  -1.191  1.258  2.062
H  -1.361  4.448  1.240
H  -2.979  3.954  0.981
H  -1.623  4.106  3.419
H  -3.242  3.363  3.123

Calculated values
* HOMO-LUMO gap: 0.2784 hartree
* relative energy (zero: lowest compared OMol25 entry of this formula, charge and spin): 0.7987 eV
* total charge: 0
* E_LUMO: -0.008 hartree

# 5
Formula: C18H47CuN2O7
Source: the OMol25 dataset
Level of theory: the ωB97M-V functional and the def2-TZVPD basis

Geometry (Å):
Cu  -1.023  -1.607  -0.124
C  0.251  2.607  0.349
C  0.722  1.323  1.044
O  -0.160  0.259  0.696
H  0.839  3.490  0.601
H  -0.799  2.845  0.519
H  0.322  2.561  -0.738
H  0.777  1.511  2.116
H  1.777  1.175  0.812
C  0.629  1.662  -3.153
O  0.593  0.249  -2.911
C  1.845  -0.419  -2.669
C  1.599  -1.962  -2.569
N  0.947  -2.418  -1.342
C  1.848  -2.528  -0.154
C  1.227  -3.344  1.011
O  0.099  -2.720  1.539
C  -0.384  -3.588  2.614
H  0.633  2.033  -4.178
H  1.574  1.938  -2.684
H  -0.257  2.032  -2.638
H  2.371  -0.128  -1.759
H  2.556  -0.175  -3.459
H  2.501  -2.514  -2.836
H  0.780  -2.096  -3.275
H  0.740  -3.400  -1.455
H  2.108  -1.512  0.142
H  2.735  -3.114  -0.394
H  1.934  -3.558  1.813
H  1.059  -4.321  0.559
H  -0.730  -4.559  2.260
H  -1.183  -2.990  3.052
H  0.320  -3.836  3.407
C  -1.470  0.295  -5.864
O  -1.403  -0.728  -4.899
C  -2.577  -1.242  -4.327
C  -2.331  -1.725  -2.922
N  -1.769  -0.755  -2.007
C  -2.704  0.364  -1.676
C  -3.735  -0.158  -0.620
O  -3.158  -0.732  0.577
C  -4.117  -1.205  1.572
H  -2.247  0.182  -6.620
H  -0.486  0.354  -6.329
H  -1.668  1.254  -5.387
H  -2.724  -2.138  -4.931
H  -3.410  -0.544  -4.414
H  -1.588  -2.522  -2.910
H  -3.206  -2.296  -2.611
H  -1.056  -0.432  -2.646
H  -3.182  0.784  -2.561
H  -2.325  1.273  -1.208
H  -4.569  -0.733  -1.024
H  -4.253  0.731  -0.260
H  -3.750  -1.956  2.272
H  -5.036  -1.555  1.102
H  -4.450  -0.415  2.246
C  5.705  2.916  2.814
C  4.270  2.439  3.072
O  4.076  1.243  3.699
H  5.783  3.873  2.297
H  6.123  2.273  2.040
H  6.234  2.851  3.766
H  3.847  2.407  2.068
H  3.757  3.203  3.655
H  3.293  0.823  3.336
C  0.189  2.141  5.453
C  -0.963  2.331  4.538
O  -1.214  1.119  3.763
H  0.045  1.474  6.303
H  0.272  3.163  5.821
H  1.106  1.934  4.901
H  -0.724  3.101  3.804
H  -1.895  2.512  5.073
H  -0.938  1.196  2.847

Calculated values
* HOMO-LUMO gap (alpha / beta): 0.3393 / 0.2284 hartree
* total charge: +1
* E_LUMO (alpha / beta): -0.074 / -0.181 hartree
* 2S+1: 2

# 6
Formula: C18H47GaNO4Si2
Source: the OMol25 dataset
Level of theory: the ωB97M-V functional and the def2-TZVPD basis

Geometry (Å):
O  -0.432  1.772  -0.188
O  0.206  0.803  -2.863
C  -1.784  2.415  -0.443
C  -2.118  3.196  0.808
H  -2.442  1.590  -0.672
H  -1.615  2.971  -1.361
H  -2.064  2.566  1.705
H  -3.142  3.566  0.716
H  -1.424  4.041  0.867
C  0.753  2.674  -0.355
C  0.609  3.656  -1.479
H  1.600  1.998  -0.481
H  0.812  3.203  0.605
H  0.525  3.174  -2.461
H  1.504  4.295  -1.474
H  -0.239  4.332  -1.336
C  1.462  0.124  -3.033
C  -0.842  0.587  -3.818
C  2.474  1.123  -3.533
H  1.365  -0.753  -3.706
H  1.751  -0.245  -2.039
H  2.177  1.514  -4.509
H  3.434  0.614  -3.636
H  2.573  1.963  -2.833
C  -0.611  1.456  -5.030
H  -1.756  0.883  -3.287
H  -0.944  -0.483  -4.077
H  -0.396  2.488  -4.734
H  -1.514  1.424  -5.641
H  0.231  1.070  -5.615
H  -0.398  0.774  0.079
Ga  -0.253  -1.100  1.620
C  -1.152  -0.990  -0.201
Si  -2.092  -2.537  -0.736
H  -1.935  -0.219  -0.174
H  -0.535  -0.856  -1.109
C  -3.642  -1.968  -1.653
C  -2.711  -3.769  0.528
C  -1.004  -3.518  -1.906
C  0.388  0.458  2.665
Si  2.258  0.686  2.916
H  -0.042  0.355  3.694
H  -0.013  1.419  2.312
C  2.570  2.542  2.931
C  3.269  -0.146  1.573
C  2.789  -0.032  4.567
H  -0.343  -2.858  -2.485
H  -1.635  -4.092  -2.603
H  -0.389  -4.222  -1.324
H  -4.260  -1.319  -1.013
H  -4.253  -2.840  -1.938
H  -3.394  -1.421  -2.573
H  -3.219  -3.304  1.385
H  -1.904  -4.433  0.867
H  -3.457  -4.392  0.005
H  3.658  0.600  0.866
H  2.701  -0.905  1.017
H  4.124  -0.650  2.050
H  3.867  0.124  4.722
H  2.588  -1.115  4.606
H  2.244  0.462  5.387
H  3.539  2.753  3.406
H  1.780  3.039  3.515
H  2.582  2.972  1.920
N  -1.178  -2.257  3.121
C  -0.278  -3.322  3.595
C  0.992  -3.397  2.727
O  1.843  -4.194  3.044
O  1.041  -2.567  1.691
H  -1.501  -1.687  3.913
H  -2.023  -2.665  2.709
H  0.011  -3.132  4.628
H  -0.782  -4.294  3.564

Calculated values
* HOMO-LUMO gap: 0.3514 hartree
* relative energy (zero: lowest compared OMol25 entry of this formula, charge and spin): 0.0000 eV
* total charge: +1
* E_LUMO: -0.092 hartree